{"formula": "C9H15NOPS2", "method": "ωB97M-V with the def2-TZVPD basis set", "elements": ["S", "P", "S", "C", "C", "C", "C", "C", "C", "H", "H", "H", "H", "H", "H", "H", "H", "C", "C", "O", "N", "C", "H", "H", "H", "H", "H", "H", "H"], "coordinates": [[-5.926813, -0.185222, 0.436209], [-4.177703, 0.425048, 0.035298], [-2.601100, -0.412329, 1.350425], [-1.466345, 0.913904, 1.628680], [-0.225177, 0.752814, 1.024220], [0.706085, 1.775413, 1.181345], [0.389652, 2.905995, 1.918586], [-0.861326, 3.033149, 2.520208], [-1.812845, 2.034185, 2.374605], [-3.866612, 1.781499, 0.183468], [-3.531612, 0.020271, -1.137519], [-3.304032, -0.430803, 2.495284], [-0.030471, -0.151996, 0.451621], [1.682738, 1.683206, 0.717578], [1.120404, 3.701010, 2.029246], [-1.100731, 3.915203, 3.104346], [-2.789593, 2.123574, 2.840367], [1.160693, -2.406792, -2.837018], [1.346105, -1.952875, -1.410483], [0.393616, -1.854600, -0.639585], [2.602043, -1.671762, -0.999075], [3.834036, -1.740785, -1.765903], [0.104325, -2.597456, -2.995849], [1.498072, -1.644329, -3.539591], [1.719609, -3.322030, -3.031263], [2.667661, -1.414332, -0.026224], [4.521594, -2.464241, -1.328280], [4.327486, -0.769404, -1.796579], [3.620243, -2.046315, -2.784114]], "atomic_forces_ev_per_a": [[0.15, 0.00, -0.03], [-0.65, -0.07, 0.04], [0.37, -0.39, 0.06], [0.13, 0.01, -0.02], [-0.13, 0.09, 0.03], [0.05, -0.15, -0.17], [-0.05, 0.03, 0.05], [-0.15, 0.02, 0.05], [0.08, 0.19, 0.08], [0.18, 0.06, 0.00], [0.08, 0.08, -0.11], [-0.18, 0.17, 0.01], [0.25, 0.08, 0.03], [-0.11, 0.01, 0.05], [-0.09, -0.11, 0.01], [0.04, -0.09, -0.07], [0.09, 0.02, -0.03], [-0.06, 0.03, 0.03], [0.12, -0.16, -0.09], [-0.09, 0.17, 0.06], [-0.05, 0.09, 0.01], [-0.02, -0.02, 0.05], [-0.01, 0.00, 0.00], [0.02, -0.01, -0.01], [0.02, 0.01, -0.01], [0.01, -0.04, 0.01], [-0.01, -0.02, -0.01], [-0.02, 0.01, -0.01], [0.02, 0.00, -0.02]], "lowdin_charge": [0.24, 0.14, 0.92, -0.55, -0.08, -0.04, -0.04, -0.05, -0.09, -0.03, -0.03, -0.01, 0.07, 0.12, 0.12, 0.12, 0.12, 0.00, -0.53, -0.02, 0.02, -0.06, 0.08, 0.09, 0.09, 0.14, 0.09, 0.09, 0.07], "energy_ev": -44066.383, "lumo_ev": -4.1, "homo_ev": -12.4, "total_charge": 1, "gap_ev": 8.3, "max_force_ev_per_a": 0.651}

---

{"formula": "C23H27F3N4O2", "method": "ωB97M-V with the def2-TZVPD basis set", "elements": ["O", "C", "N", "C", "H", "C", "C", "H", "H", "C", "N", "C", "H", "C", "N", "C", "C", "C", "C", "C", "C", "H", "H", "H", "C", "F", "F", "F", "H", "C", "H", "C", "H", "H", "H", "H", "H", "H", "H", "C", "H", "H", "H", "H", "H", "C", "N", "O", "C", "C", "H", "C", "C", "C", "H", "H", "H", "H", "H"], "coordinates": [[-2.335951, 1.482222, -0.510079], [-2.610862, 0.413202, -1.044216], [-2.021571, 0.018123, -2.187742], [-2.220615, -1.226891, -2.889360], [-2.577783, -0.998698, -3.902574], [-0.893179, -1.977623, -2.974040], [0.152462, -1.108847, -3.664028], [-0.185954, -0.849171, -4.670057], [1.083303, -1.664900, -3.768647], [0.352390, 0.191470, -2.870192], [0.898719, -0.086700, -1.546895], [0.827802, 1.044995, -0.629669], [-0.200972, 1.174040, -0.292054], [1.704987, 0.809579, 0.593580], [3.097155, 0.794800, 0.199202], [4.102727, 1.151610, 1.044020], [3.885253, 1.256413, 2.425546], [4.916036, 1.628981, 3.271714], [6.189725, 1.901070, 2.795839], [6.410477, 1.793564, 1.432013], [5.396516, 1.433334, 0.571171], [5.604553, 1.389004, -0.485829], [7.391587, 2.006112, 1.034852], [6.980303, 2.187743, 3.469279], [4.603894, 1.723881, 4.735180], [4.105989, 0.572054, 5.230702], [5.664013, 2.028660, 5.496404], [3.671090, 2.662794, 4.999712], [2.921323, 1.031629, 2.851655], [3.337110, 0.348768, -1.152503], [3.354083, 1.193400, -1.857697], [2.245444, -0.647201, -1.558025], [2.270527, -1.489396, -0.856368], [2.492774, -1.032603, -2.546732], [4.303070, -0.160154, -1.205206], [1.537258, 1.629057, 1.296365], [1.413305, -0.132013, 1.077777], [1.150302, 1.983560, -1.113147], [1.017735, 0.871512, -3.440939], [-1.027495, 0.871981, -2.801444], [-1.342156, 1.087545, -3.830023], [-0.995857, 1.809204, -2.247481], [-0.551218, -2.210253, -1.965895], [-1.036670, -2.908846, -3.522336], [-2.965740, -1.824386, -2.368023], [-3.650068, -0.434925, -0.404811], [-3.926385, -1.696854, -0.642267], [-4.921183, -2.060648, 0.198222], [-5.267624, -1.014018, 0.967780], [-4.485651, 0.057162, 0.630754], [-4.481521, 1.045535, 1.035664], [-6.329896, -1.168121, 1.957793], [-6.493080, -2.490781, 2.666208], [-7.499787, -2.071517, 1.652027], [-8.475627, -1.754314, 1.985379], [-7.498283, -2.574496, 0.697440], [-6.763152, -2.467585, 3.710436], [-5.805139, -3.278986, 2.402486], [-6.518492, -0.263075, 2.519081]], "atomic_forces_ev_per_a": [[-0.33, -0.03, 0.24], [0.35, 0.21, -0.35], [0.04, 0.16, -0.06], [-0.06, -0.64, 0.00], [-0.03, -0.02, 0.04], [-0.11, 0.12, -0.23], [0.11, -0.06, 0.25], [0.04, 0.00, -0.06], [0.03, 0.03, -0.08], [-0.07, -0.04, -0.27], [-0.11, 0.15, -0.04], [-0.16, 0.02, 0.28], [0.15, 0.12, -0.05], [-0.17, 0.07, -0.03], [-0.26, -0.13, -0.26], [0.29, 0.12, 0.37], [0.06, 0.04, -0.05], [0.15, 0.04, -0.05], [-0.13, -0.02, 0.16], [0.01, 0.00, 0.10], [-0.06, -0.06, -0.12], [-0.01, 0.00, -0.11], [0.08, 0.02, -0.06], [0.06, 0.02, 0.06], [-0.17, 0.03, 0.45], [-0.03, -0.17, -0.15], [0.27, 0.04, -0.13], [-0.07, 0.10, -0.18], [-0.12, -0.05, 0.01], [-0.04, -0.07, -0.23], [0.10, -0.08, -0.03], [0.27, -0.13, 0.07], [0.17, -0.02, -0.11], [-0.02, -0.02, 0.05], [-0.05, 0.05, -0.04], [-0.02, -0.08, -0.01], [-0.07, 0.06, 0.08], [-0.02, 0.02, 0.04], [-0.11, -0.03, 0.06], [0.38, 0.41, 0.14], [0.04, 0.00, 0.07], [-0.01, -0.09, -0.13], [-0.04, -0.10, 0.04], [-0.02, -0.05, 0.01], [0.15, 0.10, -0.32], [-0.82, -0.51, 0.67], [0.76, 0.12, -0.61], [-0.49, 0.01, 0.51], [0.58, 0.97, -0.19], [-0.35, -0.63, 0.08], [-0.02, 0.20, 0.13], [-0.05, -0.18, -0.03], [0.03, -0.05, 0.12], [-0.13, 0.01, -0.04], [-0.03, 0.05, 0.07], [0.07, -0.03, -0.07], [-0.05, 0.06, 0.05], [0.06, -0.02, -0.08], [-0.03, -0.06, 0.00]], "lowdin_charge": [0.04, -0.38, -0.02, -0.14, 0.13, -0.15, -0.15, 0.12, 0.10, -0.29, -0.12, -0.16, 0.10, -0.13, -0.10, -0.21, 0.04, -0.13, -0.03, -0.07, -0.02, 0.10, 0.11, 0.11, -0.58, 0.13, 0.13, 0.13, 0.11, -0.14, 0.13, -0.15, 0.13, 0.11, 0.12, 0.13, 0.14, 0.14, 0.15, -0.09, 0.14, 0.12, 0.12, 0.11, 0.09, -0.17, 0.10, 0.03, -0.23, 0.07, 0.12, -0.20, -0.09, -0.10, 0.10, 0.11, 0.10, 0.11, 0.15], "energy_ev": -42495.983, "lumo_ev": 0.7, "homo_ev": -7.8, "total_charge": 0, "gap_ev": 8.4, "max_force_ev_per_a": 1.173}

---

{"formula": "C4H7N2", "method": "ωB97M-V with the def2-TZVPD basis set", "elements": ["C", "C", "C", "C", "N", "N", "H", "H", "H", "H", "H", "H", "H"], "coordinates": [[-1.417441, 0.225515, 0.053597], [-2.619416, -0.620954, -0.356721], [-0.124233, 0.232784, 0.146200], [2.343473, 0.299626, 0.130930], [-2.610626, 0.634351, 0.311880], [0.996952, 0.497166, -0.355029], [-2.550574, -0.598784, -1.400882], [-2.975923, -1.539627, 0.084029], [0.147530, -0.473535, 1.885531], [2.327971, -0.111950, 1.151708], [2.740205, -0.392885, -0.546215], [2.667839, 1.261826, 0.246716], [1.074240, 0.586471, -1.351749]], "atomic_forces_ev_per_a": [[-4.62, -0.18, 0.07], [0.88, -0.55, -0.17], [3.38, -1.26, 5.60], [-1.81, -1.56, 2.42], [1.10, 0.84, -0.10], [-0.42, -0.66, -1.28], [-1.04, -0.20, -1.62], [0.24, -0.02, 0.63], [-0.45, 1.21, -3.17], [-0.21, -0.15, -0.39], [1.56, -0.47, -0.85], [2.04, 2.23, -0.33], [-0.65, 0.77, -0.82]], "lowdin_charge": [-0.26, -0.02, 0.02, 0.01, 0.23, 0.02, 0.09, 0.12, 0.32, 0.10, 0.10, 0.09, 0.18], "energy_ev": -7227.280, "lumo_ev": [-6.5, -6.2], "homo_ev": [-14.5, -14.5], "total_charge": 1, "gap_ev": [8.0, 8.3], "max_force_ev_per_a": 6.661}

---

{"formula": "C3H7NO2", "method": "ωB97M-V with the def2-TZVPD basis set", "elements": ["C", "C", "N", "C", "O", "O", "H", "H", "H", "H", "H", "H", "H"], "coordinates": [[-1.233377, -1.307230, -0.985878], [0.092807, -0.736236, -0.890896], [-0.513627, 1.824929, 1.983941], [1.226507, -0.277643, -0.642213], [-0.135707, 0.897730, 1.058858], [2.521697, -0.223009, -1.009181], [2.648221, -0.708551, -1.833409], [-0.114075, 2.756490, 2.087447], [-0.596988, 1.529927, 2.955798], [0.864088, 0.648804, 0.314043], [-1.225865, -2.196534, -1.627529], [-1.589411, -1.612639, 0.000057], [-1.944270, -0.596037, -1.411037]], "atomic_forces_ev_per_a": [[-0.43, 0.11, 0.05], [1.26, 0.37, 0.42], [-1.11, 1.26, 1.57], [-0.54, -0.86, -1.51], [1.22, -0.35, -1.17], [-0.06, 0.23, 0.38], [-0.12, -0.04, 0.11], [0.55, -0.34, -1.38], [0.43, -1.04, -0.45], [-1.42, 0.58, 1.91], [0.16, 0.10, 0.06], [0.03, 0.02, -0.05], [0.04, -0.04, 0.05]], "lowdin_charge": [-0.08, 0.01, -0.11, -0.21, -0.29, 0.04, 0.12, 0.07, 0.06, 0.13, 0.09, 0.09, 0.09], "energy_ev": -8802.853, "lumo_ev": [-0.2, -0.2], "homo_ev": [-7.3, -7.3], "total_charge": 0, "gap_ev": [7.1, 7.1], "max_force_ev_per_a": 2.451}

---

{"formula": "C3H5IN6O3", "method": "ωB97M-V with the def2-TZVPD basis set", "elements": ["C", "C", "C", "N", "N", "N", "N", "N", "N", "O", "O", "O", "I", "H", "H", "H", "H", "H"], "coordinates": [[0.992142, -1.141624, 0.126430], [-1.372579, -1.071816, -0.364480], [-0.101322, 0.980999, -0.615292], [2.095280, -1.878856, 0.192672], [-2.526463, -1.547646, -0.102752], [1.160576, 0.070873, -0.452116], [-0.260925, -1.673076, 0.230914], [-1.171222, 0.126485, -0.986025], [0.594830, 2.616589, 0.885906], [2.572814, -2.697350, 0.888753], [-3.481244, -2.203060, -0.237321], [-0.333707, 1.601553, 0.603683], [3.014241, 0.908945, -0.202735], [0.153387, 1.690773, -1.413322], [-0.382009, -2.564570, 0.708152], [-1.921711, 0.530804, -1.538087], [0.373277, 3.477880, 0.381433], [0.594630, 2.773093, 1.894192]], "atomic_forces_ev_per_a": [[-0.93, 2.09, -1.06], [3.23, 1.57, 0.51], [2.98, 0.11, 0.91], [2.06, -0.71, -0.73], [-0.63, 0.17, -0.05], [-1.34, -0.03, 0.71], [-1.07, 0.28, -0.50], [-0.63, -1.11, 0.56], [1.32, 0.56, -0.28], [-0.60, -0.25, 0.67], [-1.63, -1.17, -0.12], [-1.55, -0.71, -0.49], [0.05, -0.18, -0.36], [-0.15, -0.24, 0.10], [-0.09, 0.08, 0.03], [-0.14, -0.08, 0.12], [-0.49, -0.22, 0.27], [-0.40, -0.18, -0.30]], "lowdin_spin": [-0.02, 0.16, 0.01, -0.11, 0.61, 0.19, 0.09, 0.13, 0.01, -0.07, 0.89, 0.03, 0.07, 0.00, 0.00, 0.00, 0.00, 0.00], "energy_ev": -26347.627, "multiplicity": 3, "lumo_ev": [-9.8, -11.6], "homo_ev": [-16.8, -16.7], "total_charge": 2, "gap_ev": [7.0, 5.2], "max_force_ev_per_a": 3.626}

---

{"formula": "C3H2AuFO2", "method": "ωB97M-V with the def2-TZVPD basis set", "elements": ["O", "O", "C", "C", "C", "H", "H", "F", "Au"], "coordinates": [[0.033538, -1.391787, 0.282032], [2.320911, 1.970057, -1.020674], [-1.121845, -1.378977, -0.202618], [-1.856678, -0.169445, -0.299997], [2.207859, 1.187743, -0.221191], [-1.632806, -2.301954, -0.506540], [-2.797012, -0.064203, -0.842231], [-1.548317, 0.794892, 0.511701], [1.212007, -0.286760, 0.925602]], "atomic_forces_ev_per_a": [[-3.46, -5.44, -1.71], [0.20, -1.62, 1.85], [-2.57, 0.10, -1.36], [-1.26, 1.19, 1.78], [-0.17, 1.45, -1.74], [0.17, -0.70, -0.51], [-0.15, -0.07, -0.43], [0.21, -0.75, -1.16], [7.02, 5.85, 3.27]], "lowdin_spin": [0.74, 0.03, 0.49, 0.39, 0.20, 0.05, 0.02, 0.14, 0.94], "energy_ev": -13599.434, "multiplicity": 4, "lumo_ev": [-16.5, -22.3], "homo_ev": [-26.5, -29.4], "total_charge": 3, "gap_ev": [10.0, 7.1], "max_force_ev_per_a": 9.704}